Record 1
# C22H23IrN8S5Si

A structure of composition C22H23IrN8S5Si in a non-equilibrium geometry (ωB97M-V with the def2-TZVPD basis set, OMol25).

Its relative energy (zero: lowest compared OMol25 entry of this formula, charge and spin) is 40.4 kcal/mol. As for the frontier orbital gap: 0.20391 Ha.

Last column: Mulliken charge in e.
Geometry (Å):
Ir (-0.442, -0.216, -0.107)  1.885
N (-2.047, 0.096, 3.320)  -0.217
C (-1.845, 1.280, 2.700)  -0.131
N (-1.476, 1.370, 1.458)  0.601
C (-1.403, 2.669, 1.031)  -0.507
C (-1.720, 3.600, 1.961)  -0.383
S (-2.129, 2.823, 3.450)  -0.271
C (-1.059, 2.875, -0.378)  -0.407
C (-1.121, 4.048, -1.034)  -0.612
S (-0.810, 3.817, -2.711)  -0.283
C (-0.607, 2.124, -2.426)  0.001
N (-0.727, 1.761, -1.167)  0.425
N (-0.383, 1.294, -3.454)  -0.085
H (-1.735, -0.736, 2.819)  0.086
H (-2.130, 0.057, 4.319)  0.231
H (-1.715, 4.674, 1.883)  0.445
H (-1.341, 5.027, -0.643)  0.466
H (-0.171, 1.648, -4.367)  0.252
H (-0.317, 0.305, -3.273)  -0.358
S (1.174, 0.434, 1.570)  -0.481
C (1.482, -1.034, 2.453)  0.598
C (2.509, -1.061, 3.399)  -1.030
C (2.758, -2.195, 4.154)  0.411
C (3.796, -2.171, 5.150)  -0.216
N (4.614, -2.135, 5.957)  -0.534
C (1.980, -3.349, 3.950)  0.497
C (0.971, -3.324, 3.001)  -1.034
C (0.714, -2.173, 2.258)  0.809
S (-0.610, -2.158, 1.128)  -0.662
C (2.231, -4.549, 4.701)  -0.202
N (2.433, -5.508, 5.301)  -0.533
H (3.117, -0.176, 3.542)  0.519
H (0.365, -4.205, 2.836)  0.504
C (2.507, 1.693, -2.236)  -0.899
Si (2.407, -0.194, -2.239)  0.204
C (1.954, -0.877, -3.948)  -1.124
C (4.152, -0.758, -1.842)  -1.331
C (1.306, -0.996, -0.961)  -0.713
H (2.153, 2.145, -3.165)  0.302
H (3.548, 1.996, -2.103)  0.481
H (1.938, 2.122, -1.408)  0.171
H (2.629, -1.698, -4.201)  0.367
H (2.047, -0.129, -4.742)  0.340
H (0.939, -1.285, -3.981)  0.296
H (4.833, -0.543, -2.672)  0.306
H (4.204, -1.829, -1.634)  0.357
H (4.520, -0.227, -0.961)  0.315
H (1.971, -1.239, -0.131)  0.385
H (0.989, -1.963, -1.375)  0.533
S (-1.628, -1.438, -2.384)  -0.512
C (-3.001, -0.715, -1.778)  0.256
N (-4.129, -0.495, -2.519)  -0.010
C (-5.206, 0.156, -2.017)  -0.230
C (-5.211, 0.526, -0.716)  -1.012
C (-4.058, 0.214, 0.048)  0.133
N (-3.000, -0.334, -0.476)  -0.012
H (-4.128, -0.829, -3.471)  0.270
H (-6.024, 0.333, -2.702)  0.409
H (-6.058, 1.035, -0.282)  0.425
H (-4.011, 0.418, 1.114)  0.507

=====

Record 2
# C2H5N4O2

A cluster of 2 separate species, C2H5N4O2 in total in a non-equilibrium geometry (ωB97M-V with the def2-TZVPD basis set, OMol25).

Its relative energy (zero: lowest compared OMol25 entry of this formula, charge and spin) is 46.7 kcal/mol. The charge is -1. As for the frontier orbital gap: 0.27964 Ha.

Last column: Mulliken charge in e.
Geometry (Å):
C (2.328, -0.646, -0.457)  -0.780
C (1.518, 0.542, -0.740)  0.182
N (-1.666, -1.209, 0.924)  -0.837
N (0.094, 2.220, 0.098)  -1.346
N (0.827, 1.313, -0.170)  0.756
N (-2.522, -0.513, 0.171)  1.114
O (-2.528, 0.697, 0.223)  -0.713
O (-3.312, -1.144, -0.539)  -0.743
H (1.693, -1.463, -0.088)  0.264
H (2.894, -0.407, 0.397)  0.277
H (2.868, -0.924, -1.385)  0.231
H (-1.319, -0.507, 1.476)  0.186
H (-0.875, 2.041, 0.091)  0.408

=====

Record 3
# C21H28N4O5S

An isolated molecule of C21H28N4O5S in a non-equilibrium geometry (ωB97M-V with the def2-TZVPD basis set, OMol25).

Its SMILES is O=C(CNc1cc(S(=O)(=O)N2CCOCC2)ccc1N1CCCC1)NCc1ccco1. Its relative energy (zero: lowest compared OMol25 entry of this formula, charge and spin) is 80.5 kcal/mol. As for the frontier orbital gap: 0.30581 Ha.

Last column: Mulliken charge in e.
Geometry (Å):
O (-3.718, 1.643, -0.117)  -0.712
C (-3.270, 0.565, 0.230)  0.769
C (-2.926, 0.293, 1.698)  -1.178
N (-1.794, 1.129, 2.079)  -0.371
C (-0.675, 1.122, 1.244)  -0.319
C (-0.201, -0.111, 0.823)  -0.727
C (0.924, -0.232, 0.035)  -0.380
S (1.268, -1.864, -0.551)  1.293
O (0.016, -2.512, -0.836)  -0.750
O (2.273, -1.854, -1.579)  -0.740
N (1.874, -2.612, 0.846)  0.140
C (1.919, -4.057, 0.715)  -0.466
C (2.372, -4.648, 2.049)  -0.676
O (3.633, -4.141, 2.425)  -0.389
C (3.606, -2.738, 2.527)  -0.772
C (3.175, -2.089, 1.210)  -0.172
C (1.669, 0.881, -0.288)  -0.593
C (1.231, 2.119, 0.142)  -0.613
C (0.031, 2.295, 0.851)  1.023
N (-0.394, 3.563, 1.174)  -0.005
C (0.450, 4.718, 0.907)  -0.950
C (-0.433, 5.914, 1.243)  -0.769
C (-1.792, 5.428, 0.754)  -0.770
C (-1.795, 3.976, 1.231)  -0.289
N (-2.997, -0.435, -0.627)  -0.138
C (-3.069, -0.249, -2.068)  -1.121
C (-1.704, -0.253, -2.672)  0.359
C (-0.702, 0.673, -2.645)  -0.140
C (0.388, 0.092, -3.335)  -0.450
C (-0.032, -1.141, -3.723)  -0.614
O (-1.293, -1.358, -3.328)  -0.365
H (-2.698, -0.760, 1.871)  0.323
H (-3.775, 0.574, 2.323)  0.487
H (-2.084, 2.054, 2.349)  0.337
H (-0.698, -1.021, 1.111)  0.897
H (0.917, -4.392, 0.449)  0.388
H (2.622, -4.350, -0.079)  0.340
H (2.489, -5.730, 1.973)  0.355
H (1.628, -4.408, 2.823)  0.327
H (4.619, -2.432, 2.795)  0.368
H (2.906, -2.434, 3.320)  0.338
H (3.084, -1.008, 1.327)  0.216
H (3.911, -2.307, 0.423)  0.284
H (2.557, 0.777, -0.889)  0.591
H (1.820, 2.979, -0.127)  0.390
H (0.735, 4.771, -0.153)  0.420
H (1.357, 4.670, 1.514)  0.416
H (-0.456, 6.081, 2.320)  0.304
H (-0.098, 6.824, 0.751)  0.393
H (-2.626, 5.993, 1.161)  0.398
H (-1.837, 5.470, -0.335)  0.313
H (-2.437, 3.346, 0.610)  0.062
H (-2.152, 3.960, 2.271)  0.238
H (-2.481, -1.248, -0.325)  0.306
H (-3.659, -1.059, -2.506)  0.297
H (-3.568, 0.709, -2.232)  0.451
H (-0.743, 1.642, -2.191)  0.695
H (1.349, 0.529, -3.513)  0.463
H (0.461, -1.927, -4.257)  0.487

=====

Record 4
# C2H2ClNO3

A cluster of 3 separate species, C2H2ClNO3 in total in a non-equilibrium geometry (ωB97M-V with the def2-TZVPD basis set, OMol25).

Its relative energy (zero: lowest compared OMol25 entry of this formula, charge and spin) is 12.7 kcal/mol. As for the spin multiplicity: 3. The charge is -2. As for the frontier orbital gap (spin up / spin down): 0.16286 / 0.25309 Ha.

Last column: Mulliken charge in e.
Geometry (Å):
C (-0.536, 1.896, -0.072)  0.664
C (0.217, 0.670, -0.080)  -0.351
N (-0.535, -2.863, 0.235)  -0.430
O (-1.072, 2.809, -0.656)  -0.560
O (-1.697, -2.714, -0.235)  -0.491
O (-0.050, 1.592, 1.150)  -0.361
Cl (11.527, -0.332, -0.013)  -1.000
H (1.116, 0.857, -0.517)  0.202
H (-0.122, -0.351, 0.039)  0.327

=====

Record 5
# C3H6N2OS

An isolated molecule of C3H6N2OS in a non-equilibrium geometry (ωB97M-V with the def2-TZVPD basis set, OMol25).

Its SMILES is CC(=O)N(N)C=S. Its relative energy (zero: lowest compared OMol25 entry of this formula, charge and spin) is 51.7 kcal/mol. As for the frontier orbital gap: 0.32203 Ha.

Last column: Mulliken charge in e.
Geometry (Å):
C (1.245, -1.341, 0.024)  -1.276
C (0.915, 0.107, -0.088)  0.814
O (1.806, 0.917, -0.238)  -0.575
N (-0.473, 0.568, 0.097)  0.363
N (-0.692, 1.949, 0.169)  -0.697
C (-1.490, -0.386, 0.058)  -0.111
S (-3.097, -0.076, -0.125)  -0.296
H (2.339, -1.320, 0.026)  0.309
H (0.946, -1.947, -0.812)  0.350
H (0.855, -1.710, 0.937)  0.394
H (-1.413, 2.192, -0.428)  0.203
H (0.261, 2.472, 0.108)  0.301
H (-1.202, -1.425, 0.271)  0.221

=====

Record 6
# C10H17Cl2FMoO2

A structure of composition C10H17Cl2FMoO2 in a non-equilibrium geometry (ωB97M-V with the def2-TZVPD basis set, OMol25).

Its relative energy (zero: lowest compared OMol25 entry of this formula, charge and spin) is 0.0 kcal/mol. As for the spin multiplicity: 3. The charge is -2. As for the frontier orbital gap (spin up / spin down): 0.20845 / 0.21728 Ha.

Last column: Mulliken charge in e.
Geometry (Å):
C (-1.091, 0.381, -0.610)  0.847
C (-0.888, 0.494, 0.820)  0.763
C (-0.024, -0.566, 1.235)  1.013
C (-1.651, 1.368, 1.748)  -1.690
C (0.298, -1.358, 0.087)  1.230
C (-0.345, -0.769, -1.066)  0.815
C (-0.375, -1.350, -2.435)  -2.084
C (-2.027, 1.188, -1.432)  -2.045
C (0.257, -0.939, 2.639)  -1.959
C (1.008, -2.658, 0.121)  -2.136
Mo (1.136, 0.947, -0.488)  1.300
Cl (0.740, 4.239, 3.448)  -0.983
Cl (0.347, 3.106, 0.144)  -0.339
O (2.494, -0.409, -1.014)  -0.813
H (-2.066, 2.222, 1.214)  0.336
H (-0.989, 1.764, 2.516)  0.335
H (-2.481, 0.846, 2.243)  0.293
H (0.362, -0.042, 3.253)  0.431
H (1.172, -1.533, 2.699)  0.412
H (-0.548, -1.544, 3.083)  0.264
H (1.850, -2.606, 0.812)  0.370
H (1.381, -2.918, -0.872)  0.378
H (0.363, -3.480, 0.460)  0.301
H (0.578, -1.832, -2.653)  0.421
H (-0.553, -0.567, -3.173)  0.375
H (-1.163, -2.105, -2.551)  0.253
H (-2.038, 2.216, -1.079)  0.343
H (-3.052, 0.802, -1.392)  0.266
H (-1.705, 1.181, -2.473)  0.359
H (3.348, -0.230, -0.594)  0.234
O (1.087, 1.487, -2.347)  -0.773
H (1.850, 1.069, -2.796)  0.252
F (2.724, 1.596, 0.454)  -0.770

=====

Record 7
# C35H24Cl5IrOPS

A structure of composition C35H24Cl5IrOPS in a non-equilibrium geometry (ωB97M-V with the def2-TZVPD basis set, OMol25).

Its relative energy (zero: lowest compared OMol25 entry of this formula, charge and spin) is 60.8 kcal/mol. As for the spin multiplicity: 2. The charge is +2. As for the frontier orbital gap (spin up / spin down): 0.20088 / 0.20204 Ha.

Last column: Mulliken charge in e.
Geometry (Å):
Ir (-0.352, 0.716, 0.701)  1.658
C (-2.980, 2.529, 3.189)  -0.426
C (-2.874, 3.607, 2.188)  -0.186
C (-2.422, 3.239, 0.712)  0.426
C (-2.201, 1.747, 0.499)  0.330
C (-2.546, 0.838, 1.562)  -0.822
C (-2.772, 1.224, 2.908)  -1.125
P (-2.122, 0.664, -0.944)  0.572
C (-3.796, 0.130, -1.328)  0.634
C (-3.977, -0.706, -2.432)  -0.430
C (-5.252, -1.115, -2.784)  -0.803
C (-6.343, -0.709, -2.027)  -0.542
C (-6.164, 0.109, -0.919)  -0.881
C (-4.893, 0.527, -0.562)  -0.066
C (-1.427, 1.498, -2.355)  0.565
C (-2.039, 1.899, -3.519)  -0.600
C (-1.255, 2.440, -4.550)  -1.050
C (0.111, 2.517, -4.429)  -0.739
C (0.763, 2.090, -3.249)  1.273
C (2.167, 2.116, -3.070)  -0.759
C (2.733, 1.673, -1.898)  -1.219
C (1.939, 1.221, -0.836)  -0.896
C (0.548, 1.217, -0.963)  -0.201
C (-0.035, 1.609, -2.196)  0.461
H (-3.249, 2.823, 4.198)  0.570
H (-3.758, 4.248, 2.226)  0.514
H (-3.108, 3.613, -0.051)  0.757
H (-2.749, -0.201, 1.315)  0.593
H (-2.883, 0.460, 3.665)  0.593
H (-3.127, -1.034, -3.019)  0.471
H (-5.394, -1.756, -3.643)  0.428
H (-7.338, -1.031, -2.302)  0.422
H (-7.017, 0.428, -0.335)  0.443
H (-4.774, 1.181, 0.293)  0.326
H (-3.110, 1.799, -3.648)  0.575
H (-1.737, 2.774, -5.459)  0.463
H (0.707, 2.899, -5.248)  0.479
H (2.795, 2.484, -3.871)  0.461
H (3.807, 1.692, -1.774)  0.515
H (2.427, 0.911, 0.081)  0.442
Cl (0.198, 4.635, -1.272)  -0.083
C (-0.134, 4.760, 0.405)  0.294
C (-1.221, 4.136, 0.977)  -1.200
C (-1.573, 4.388, 2.284)  -0.479
Cl (0.832, 1.767, 2.343)  -0.434
C (-0.836, 5.174, 3.138)  0.085
Cl (-1.333, 5.429, 4.756)  -0.174
C (0.327, 5.735, 2.603)  0.413
Cl (1.328, 6.691, 3.602)  -0.149
C (0.661, 5.544, 1.249)  0.441
Cl (2.062, 6.296, 0.613)  -0.155
C (0.864, -3.224, 2.844)  -1.117
S (1.003, -1.446, 2.720)  0.468
O (0.027, -1.179, 1.521)  -0.538
C (2.613, -1.251, 2.022)  0.620
C (2.943, -1.835, 0.803)  -0.327
C (4.207, -1.616, 0.284)  -0.807
C (5.119, -0.827, 0.981)  -0.477
C (4.774, -0.244, 2.192)  -0.646
C (3.506, -0.447, 2.719)  -0.265
H (1.088, -3.682, 1.884)  0.344
H (-0.154, -3.447, 3.157)  0.437
H (1.568, -3.554, 3.607)  0.442
H (2.223, -2.439, 0.265)  0.299
H (4.489, -2.067, -0.658)  0.448
H (6.109, -0.670, 0.574)  0.454
H (5.487, 0.369, 2.725)  0.429
H (3.213, 0.013, 3.654)  0.451